Entry A
Here is the ion C5H10NO2 with charge +1 from the Open Molecules 2025 dataset. Energies are from wB97M-V/def2-TZVPD.

Properties
Net charge ... +1
Kohn-Sham gap ... 10.0 eV
LUMO energy ... -0.129 Ha
2S+1 ... 1
HOMO energy ... -13.5 eV

Geometry as XYZ:
```
18
Properties=species:S:1:pos:R:3:lowdin_charge:R:1
C -0.356 -0.172 1.446 -0.026
C 0.095 1.066 1.253 -0.003
C -0.257 -0.988 0.232 -0.295
C 0.633 1.233 -0.076 -0.270
C 0.946 -0.402 -0.488 -0.272
N -1.520 -0.910 -0.507 0.205
O -0.330 1.524 -1.039 -0.028
O 2.053 -0.865 0.138 0.088
H -0.985 -0.527 2.364 0.166
H 0.246 1.750 2.002 0.104
H 0.003 -2.101 0.471 0.206
H 1.531 1.872 -0.130 0.167
H 0.794 -0.422 -1.621 0.173
H -2.284 -1.442 -0.022 0.193
H -1.440 -1.354 -1.423 0.167
H -1.913 0.138 -0.682 0.239
H -0.017 2.109 -1.731 0.121
H 2.802 -0.509 -0.188 0.066
```

=====

Entry B
Here is the ion C5H10NO2 with charge +1 from the Open Molecules 2025 dataset. Energies are from wB97M-V/def2-TZVPD.

Properties
Net charge ... +1
Kohn-Sham gap ... 10.4 eV
LUMO energy ... -0.133 Ha
2S+1 ... 1
HOMO energy ... -14.1 eV

Geometry as XYZ:
```
18
Properties=species:S:1:pos:R:3:lowdin_charge:R:1
C 0.224 1.740 0.111 -0.008
C 1.321 1.139 -0.283 -0.032
C -0.946 0.772 0.304 -0.337
C 1.217 -0.358 -0.219 -0.327
C -0.303 -0.612 -0.117 -0.173
N -0.671 -1.745 0.801 0.222
O -2.016 1.189 -0.472 0.021
O 1.745 -1.019 -1.381 -0.040
H 0.040 2.831 0.187 0.142
H 2.109 1.750 -0.745 0.141
H -1.123 0.578 1.465 0.174
H 1.974 -0.803 0.604 0.205
H -0.584 -0.996 -1.200 0.212
H 0.211 -2.255 0.972 0.173
H -1.376 -2.365 0.390 0.181
H -0.964 -1.287 1.734 0.198
H -2.531 1.868 0.005 0.133
H 1.671 -0.427 -2.157 0.118
```

=====

Tell me which of them is the most stable. Sure, it is entry B.

=====

Entry A
Here is the ion C5H10NO2 with charge +1 from the Open Molecules 2025 dataset. Energies are from wB97M-V/def2-TZVPD.

Properties
Net charge ... +1
Kohn-Sham gap ... 9.9 eV
LUMO energy ... -0.183 Ha
2S+1 ... 1
HOMO energy ... -14.9 eV

Geometry as XYZ:
```
18
Properties=species:S:1:pos:R:3:lowdin_charge:R:1
C -0.451 0.945 2.018 0.185
C 0.206 0.535 -0.864 -0.479
C -0.260 -1.387 1.785 0.056
C 1.267 0.688 -2.882 -0.063
C -1.034 0.046 -0.052 -0.016
N -0.607 -0.050 1.266 -0.172
O 1.075 1.190 -0.349 0.136
O 0.268 0.165 -2.099 0.023
H -0.591 2.015 1.821 0.149
H -0.035 0.892 3.014 0.135
H -0.768 -2.045 1.222 0.058
H -0.527 -1.415 2.870 0.126
H 0.884 -1.506 1.932 0.162
H 2.185 0.646 -2.406 0.071
H 1.081 1.675 -3.411 0.132
H 1.398 0.126 -3.889 0.138
H -1.227 -0.944 -0.542 0.167
H -1.844 0.854 -0.122 0.191
```

=====

Entry B
Here is the ion C5H10NO2 with charge +1 from the Open Molecules 2025 dataset. Energies are from wB97M-V/def2-TZVPD.

Properties
Net charge ... +1
Kohn-Sham gap ... 10.0 eV
LUMO energy ... -0.162 Ha
2S+1 ... 1
HOMO energy ... -14.4 eV

Geometry as XYZ:
```
18
Properties=species:S:1:pos:R:3:lowdin_charge:R:1
C 1.234 -0.036 0.492 -0.253
C 2.442 0.653 -0.325 -0.159
C -0.738 1.443 0.645 0.029
C -2.278 -1.162 -0.767 0.060
C -0.265 0.109 0.181 -0.161
N -0.838 -0.893 -0.341 0.116
O 1.578 -1.371 0.597 0.043
O 3.448 0.073 -0.324 0.143
H 1.256 0.671 1.387 0.173
H 2.336 1.746 -0.719 0.167
H -0.979 1.500 1.676 0.111
H -1.601 1.748 0.168 0.066
H -0.104 2.300 0.339 0.129
H -2.900 -1.106 0.065 0.077
H -2.530 -0.358 -1.525 0.126
H -2.263 -2.084 -1.340 0.101
H 2.436 -1.544 0.307 0.072
H -0.237 -1.687 -0.516 0.161
```

=====

Tell me which of them is the most stable. Sure, it is entry B.

=====

Entry A
Here is a cluster of 2 separate species, C5H10NO2 in total from the Open Molecules 2025 dataset. Energies are from wB97M-V/def2-TZVPD.

Properties
Net charge ... +1
Kohn-Sham gap ... 9.2 eV
LUMO energy ... -0.147 Ha
2S+1 ... 1
HOMO energy ... -13.2 eV

Geometry as XYZ:
```
18
Properties=species:S:1:pos:R:3:lowdin_charge:R:1
C 1.302 1.259 0.065 0.015
C -0.489 -0.179 -0.431 0.001
C -1.305 0.249 0.510 -0.335
C -1.022 1.503 1.304 0.010
C 0.836 -1.929 -1.598 0.022
N -0.249 -0.927 -1.484 0.007
O -2.315 -0.435 1.053 0.152
O 1.794 0.383 0.813 0.051
H 1.951 2.144 -0.008 0.093
H -0.492 1.032 2.170 0.118
H -0.199 2.121 0.831 0.070
H -1.876 1.993 1.704 0.097
H 0.243 -2.802 -1.598 0.090
H 1.482 -1.753 -2.338 0.057
H 1.213 -1.877 -0.555 0.108
H -2.705 -0.936 0.405 0.087
H -0.591 -0.528 -2.374 0.177
H 2.423 0.681 1.530 0.180
```

=====

Entry B
Here is the ion C5H10NO2 with charge +1 from the Open Molecules 2025 dataset. Energies are from wB97M-V/def2-TZVPD.

Properties
Net charge ... +1
Kohn-Sham gap ... 10.5 eV
LUMO energy ... -0.130 Ha
2S+1 ... 1
HOMO energy ... -14.1 eV

Geometry as XYZ:
```
18
Properties=species:S:1:pos:R:3:lowdin_charge:R:1
O 0.180 2.160 -1.058 0.117
C 0.360 1.140 -0.164 -0.438
C -0.928 0.233 -0.087 -0.210
N -0.615 -0.778 -1.124 0.154
C 0.285 -1.945 -0.187 0.017
C 0.229 -1.302 1.134 -0.243
C -0.949 -0.369 1.262 -0.139
O 1.389 1.022 0.434 0.135
H 0.967 2.571 -1.460 0.150
H -1.814 0.906 -0.234 0.186
H -1.380 -1.409 -1.432 0.189
H -0.001 -0.518 -1.877 0.160
H -0.337 -2.789 -0.224 0.096
H 1.246 -2.139 -0.811 0.170
H 0.453 -1.895 1.995 0.122
H 1.284 -0.659 1.265 0.176
H -0.826 0.406 2.156 0.188
H -1.817 -1.025 1.733 0.171
```

=====

Tell me which of them is the most stable. Sure, it is entry B.

=====

Entry A
Here is an isolated molecule of C3H10N2S from the Open Molecules 2025 dataset. Energies are from wB97M-V/def2-TZVPD.

Properties
Net charge ... 0
Kohn-Sham gap ... 9.3 eV
LUMO energy ... 0.026 Ha
2S+1 ... 1
HOMO energy ... -8.6 eV

Geometry as XYZ:
```
16
Properties=species:S:1:pos:R:3:lowdin_charge:R:1
C 0.512 -1.234 -1.749 -0.157
C 1.008 1.858 -0.204 -0.187
C 0.446 -1.043 -0.237 -0.163
N -1.362 1.325 -1.270 -0.297
N -1.215 1.252 1.316 -0.280
S -0.571 0.953 -0.064 0.632
H -0.032 -2.035 -2.241 0.066
H 0.072 -0.256 -2.118 0.045
H 1.611 -1.241 -1.949 0.079
H 0.661 2.844 -0.126 0.027
H 1.495 1.418 0.588 0.000
H 1.719 1.764 -1.144 0.117
H 1.379 -0.796 0.199 0.041
H -0.164 -1.627 0.317 0.018
H -2.344 0.885 -1.254 0.065
H -0.666 0.841 2.075 -0.006
```

=====

Entry B
Here is a structure of composition C3H10N2S from the Open Molecules 2025 dataset. Energies are from wB97M-V/def2-TZVPD.

Properties
Net charge ... 0
Kohn-Sham gap ... 7.7 eV
LUMO energy ... 0.019 Ha
2S+1 ... 1
HOMO energy ... -7.2 eV

Geometry as XYZ:
```
16
Properties=species:S:1:pos:R:3:lowdin_charge:R:1
C 0.808 -0.469 -2.345 -0.075
N 0.790 -0.104 -0.921 -0.101
C 1.566 -0.641 -0.036 -0.237
N 1.503 -0.400 1.277 0.125
H 0.512 0.482 -2.885 0.103
H 0.076 -1.197 -2.617 0.067
H 1.839 -0.752 -2.644 0.085
H -0.146 0.684 -0.579 -0.047
H 2.398 -1.247 -0.387 0.140
H 0.809 0.267 1.637 0.075
H 2.375 -0.512 1.784 0.114
C -1.561 -0.517 1.124 -0.625
S -1.506 1.134 0.434 0.371
H -1.166 -1.238 0.395 0.011
H -0.986 -0.612 2.114 0.031
H -2.555 -0.732 1.292 -0.036
```

=====

Tell me which of them is the most stable. Sure, it is entry B.

=====

Entry A
Here is a structure of composition C3H10N2S from the Open Molecules 2025 dataset. Energies are from wB97M-V/def2-TZVPD.

Properties
Net charge ... 0
Kohn-Sham gap ... 7.3 eV
LUMO energy ... 0.011 Ha
2S+1 ... 1
HOMO energy ... -7.0 eV

Geometry as XYZ:
```
16
Properties=species:S:1:pos:R:3:lowdin_charge:R:1
N -2.272 -1.223 1.371 0.122
C -1.810 -0.353 0.460 -0.292
N -1.081 0.684 0.671 0.035
H -2.419 -1.022 2.321 0.090
H -2.881 -1.954 1.008 0.112
H -1.952 -0.608 -0.630 0.154
H -0.515 1.186 -0.337 -0.114
H -1.001 0.893 1.691 0.125
C 1.791 -0.453 -0.543 -0.230
C 1.872 0.960 -1.068 -0.692
S 0.261 1.466 -1.777 0.423
H 1.286 -1.125 -1.211 0.044
H 1.286 -0.417 0.463 0.058
H 2.781 -0.869 -0.275 0.064
H 2.616 1.164 -1.894 0.060
H 2.039 1.671 -0.250 0.042
```

=====

Entry B
Here is an isolated molecule of C3H10N2S from the Open Molecules 2025 dataset. Energies are from wB97M-V/def2-TZVPD.

Properties
Net charge ... 0
Kohn-Sham gap ... 10.1 eV
LUMO energy ... 0.034 Ha
2S+1 ... 1
HOMO energy ... -9.2 eV

Geometry as XYZ:
```
16
Properties=species:S:1:pos:R:3:lowdin_charge:R:1
C -0.198 -0.090 -0.756 -0.343
C 0.889 -0.524 -1.773 -0.468
S 0.215 -1.392 -3.416 0.617
N 0.415 0.029 0.580 -0.084
C -0.395 0.812 1.569 -0.277
N -0.485 0.153 2.926 0.004
H -0.667 0.823 -1.199 0.112
H -0.954 -0.919 -0.558 0.128
H 1.600 -1.315 -1.247 0.110
H 1.323 0.438 -2.139 0.062
H -0.874 -0.701 -3.510 -0.222
H 1.294 0.472 0.460 0.076
H -0.013 1.857 1.810 0.116
H -1.395 1.121 1.209 0.106
H -1.167 -0.573 3.019 0.047
H 0.413 -0.191 3.023 0.016
```

=====

Tell me which of them is the most stable. Sure, it is entry A.

=====

Entry A
Here is an isolated molecule of C3H10N2S from the Open Molecules 2025 dataset. Energies are from wB97M-V/def2-TZVPD.

Properties
Net charge ... 0
Kohn-Sham gap ... 9.9 eV
LUMO energy ... 0.035 Ha
2S+1 ... 1
HOMO energy ... -9.0 eV

Geometry as XYZ:
```
16
Properties=species:S:1:pos:R:3:lowdin_charge:R:1
N -0.334 -1.546 0.427 0.036
C -0.097 -0.102 0.449 -0.505
C -0.011 0.458 -0.977 -0.543
S 1.532 0.083 -1.864 0.704
C -1.269 0.559 1.174 -0.262
N -1.302 0.223 2.600 0.002
H -0.520 -1.810 1.394 0.061
H 2.039 1.294 -1.813 -0.174
H 0.534 -2.036 0.221 0.067
H 0.863 0.163 0.926 0.129
H -0.111 1.532 -0.910 0.065
H -0.818 0.049 -1.573 0.068
H -1.183 1.637 1.060 0.110
H -2.152 0.195 0.635 0.119
H -1.969 -0.517 2.778 0.064
H -1.534 1.033 3.151 0.059
```

=====

Entry B
Here is a cluster of 3 separate species, C3H10N2S in total from the Open Molecules 2025 dataset. Energies are from wB97M-V/def2-TZVPD.

Properties
Net charge ... 0
Kohn-Sham gap ... 4.8 eV
LUMO energy ... -0.131 Ha
2S+1 ... 1
HOMO energy ... -8.3 eV

Geometry as XYZ:
```
16
Properties=species:S:1:pos:R:3:lowdin_charge:R:1
N 0.382 0.480 1.271 0.019
C -0.403 1.640 1.077 -0.280
C -0.114 2.591 0.202 -0.019
S 2.211 -0.148 -1.290 0.353
C -0.212 -2.219 -0.229 -0.229
N -1.321 -1.418 0.032 0.081
H 1.169 0.382 0.626 -0.076
H -0.206 -0.323 1.043 -0.007
H -1.368 1.525 1.557 0.099
H -0.812 3.377 -0.048 0.043
H 0.835 2.554 -0.314 0.032
H 1.294 0.262 -2.179 -0.266
H -0.031 -2.913 0.591 0.116
H -0.291 -2.666 -1.214 0.083
H 0.734 -1.547 -0.313 -0.004
H -1.866 -1.579 -0.811 0.058
```

=====

Tell me which of them is the most stable. Sure, it is entry A.

=====

Entry A
Here is an isolated molecule of C3H2ClFO from the Open Molecules 2025 dataset. Energies are from wB97M-V/def2-TZVPD.

Properties
Net charge ... 0
Kohn-Sham gap ... 9.8 eV
LUMO energy ... -0.027 Ha
2S+1 ... 1
HOMO energy ... -10.5 eV

Geometry as XYZ:
```
8
Properties=species:S:1:pos:R:3:lowdin_charge:R:1
C 0.316 -0.865 -0.565 -0.435
C 0.475 0.413 -0.347 -0.329
C -0.091 1.073 0.762 -0.212
H 0.564 -1.355 -1.453 0.063
H -0.304 0.391 1.672 0.134
O -0.197 2.319 0.822 0.055
F 1.020 1.250 -1.315 0.057
Cl -0.710 -1.915 0.349 0.668
```

=====

Entry B
Here is an isolated molecule of C3H2ClFO from the Open Molecules 2025 dataset. Energies are from wB97M-V/def2-TZVPD.

Properties
Net charge ... 0
Kohn-Sham gap ... 9.8 eV
LUMO energy ... -0.013 Ha
2S+1 ... 1
HOMO energy ... -10.2 eV

Geometry as XYZ:
```
8
Properties=species:S:1:pos:R:3:lowdin_charge:R:1
C 1.010 -0.713 0.027 -0.482
C 0.004 -0.003 0.564 -0.333
C -1.067 0.687 -0.323 -0.157
H 1.763 -1.085 0.707 0.077
H -0.902 0.702 -1.418 0.108
O -2.035 1.228 0.221 0.046
F -0.213 0.028 1.864 0.101
Cl 1.441 -0.844 -1.642 0.639
```

=====

Entry C
Here is an isolated molecule of C3H2ClFO from the Open Molecules 2025 dataset. Energies are from wB97M-V/def2-TZVPD.

Properties
Net charge ... 0
Kohn-Sham gap ... 9.7 eV
LUMO energy ... -0.016 Ha
2S+1 ... 1
HOMO energy ... -10.1 eV

Geometry as XYZ:
```
8
Properties=species:S:1:pos:R:3:lowdin_charge:R:1
C -0.063 -0.318 -1.155 -0.455
C -0.445 -0.228 0.119 -0.367
C 0.256 0.510 1.180 -0.204
H -0.693 -0.843 -1.882 0.091
H 1.260 0.849 0.909 0.109
O -0.197 0.648 2.292 0.084
F -1.537 -0.901 0.362 0.105
Cl 1.418 0.282 -1.825 0.637
```

=====

Tell me which of them is the most stable. Sure, it is entry C.